Molecular formula: C28H40IInNO8PSb2
Method: DFT, ωB97M-V/def2-TZVPD

Properties
- highest occupied orbital energy (eV) = -3.65
- multiplicity = 1
- energy above the lowest of the compared OMol25 structures with the same formula, charge and spin (kcal per mole) = 0.8
- maximum force (eV/A) = 0.4
- M (g mol⁻¹) = 1034.8
- total energy (a.u.) = -3057.51980
- total charge = -2
- orbital gap (eV) = 7.3

Each line ends with the Löwdin charge.
Geometry (Å):
In 0.411903 1.088101 -0.009932  0.533
C -0.429961 -2.415592 5.378056  -0.369
Sb 0.160832 -1.728717 3.404021  1.369
C 1.774058 -0.530050 4.187816  -0.303
C 1.414654 -3.449116 3.000151  -0.320
C 0.601100 -4.657610 2.685522  -0.289
C 0.145861 -5.468668 3.728360  -0.077
C -0.638881 -6.588612 3.506820  -0.115
C -0.984205 -6.926307 2.204848  -0.112
C -0.537921 -6.132637 1.160562  -0.070
C 0.249061 -4.995908 1.368137  -0.273
C 0.663364 -4.183184 0.185917  -0.318
Sb -0.723582 -2.634837 -0.470692  1.356
C -2.184538 -4.061439 -1.211155  -0.362
C 0.285425 -2.465521 -2.355704  -0.305
H 0.435492 -2.780373 5.934794  -0.008
H -1.172221 -3.211256 5.302927  -0.017
H -0.871724 -1.577097 5.918807  -0.016
H 2.082473 -0.938385 5.150917  -0.004
H 1.452985 0.502741 4.322454  -0.006
H 2.626529 -0.552218 3.510897  0.004
H 2.008501 -3.601326 3.903791  0.066
H 2.080713 -3.126877 2.199392  0.030
H 0.423386 -5.203448 4.744294  0.099
H -0.972959 -7.192623 4.342140  0.088
H -1.595130 -7.798075 2.003368  0.089
H -0.804713 -6.390432 0.141323  0.100
H 0.754385 -4.833564 -0.685712  0.055
H 1.609814 -3.658689 0.331973  0.048
H -1.715786 -4.837418 -1.820236  -0.007
H -2.912654 -3.525968 -1.822061  -0.012
H -2.707640 -4.530085 -0.376136  -0.017
H 0.546037 -3.467274 -2.701995  0.002
H 1.181491 -1.861684 -2.230433  0.004
H -0.357869 -1.992255 -3.099655  0.008
O 3.416930 -1.636281 0.975987  0.047
C 2.694579 -0.682367 0.750030  -0.558
O 1.431670 -0.773799 0.459639  -0.234
C 3.260593 0.784866 0.851851  -0.565
O 4.421862 0.954261 1.173368  0.049
O 2.387689 1.715644 0.657364  -0.132
O -4.387149 1.170521 -5.446384  -0.051
C -4.745858 1.133445 -4.256287  -0.700
O -5.883503 1.194868 -3.749192  -0.065
C -3.586810 1.028220 -3.227935  -0.089
C -3.858552 0.979806 -1.865400  0.007
C -2.812925 0.910024 -0.964731  -0.141
N -1.537636 0.886352 -1.354411  0.026
C -1.260048 0.914397 -2.663550  -0.193
C -2.254765 0.987112 -3.624772  0.063
C 0.219226 0.871761 -3.034703  -0.625
O 0.532021 0.986846 -4.211965  0.045
O 1.031772 0.720125 -2.051265  -0.112
H -4.889771 1.006355 -1.541520  0.111
H -2.986800 0.874582 0.104008  0.075
H -2.002996 1.014597 -4.674824  0.125
C 3.166159 3.227154 -2.050920  -0.132
C 1.784496 3.796244 -2.370934  -0.382
P 0.604017 3.688705 -0.970111  0.961
C 1.292205 4.847913 0.273414  -0.398
C 1.549592 6.284622 -0.167457  -0.149
C -0.925696 4.502709 -1.621036  -0.386
C -0.785586 5.459921 -2.802592  -0.151
H 3.844228 3.413331 -2.886220  0.070
H 3.103450 2.153196 -1.890610  0.059
H 3.599443 3.668351 -1.151574  0.067
H 1.342773 3.232732 -3.196330  0.070
H 1.857285 4.837480 -2.695720  0.065
H 2.203616 4.360691 0.628293  0.070
H 0.590723 4.823701 1.111591  0.029
H 2.231611 6.329988 -1.018473  0.061
H 1.999317 6.860080 0.645187  0.064
H 0.621741 6.784916 -0.451300  0.057
H -1.386549 4.999092 -0.763591  0.048
H -1.607600 3.692506 -1.892462  0.061
H -0.107440 6.287522 -2.587543  0.051
H -1.760348 5.879505 -3.059345  0.069
H -0.411648 4.941974 -3.685820  0.069
I -1.933521 3.191106 1.946051  0.706
C -0.770832 1.383272 1.823094  -0.760
H -0.102441 1.449773 2.680559  -0.071
H -1.486806 0.588580 2.014964  -0.086

Atoms 1-6, force components in eV/Å:
In 0.04 0.15 -0.06
C 0.00 -0.02 -0.01
Sb -0.03 0.02 0.04
C -0.01 -0.04 0.01
C 0.07 0.09 0.09
C 0.02 -0.01 0.01